{
  "formula": "C4H9NS",
  "method": "wB97M-V/def2-TZVPD",
  "mol_weight_g_mol": 103.19,
  "gap_ev": 8.40,
  "e_above_lowest_kj_mol": 464.4,
  "e_homo_ev": -9.3,
  "largest_force_ev_per_a": 3.25,
  "elements": ["C", "C", "C", "C", "N", "S", "H", "H", "H", "H", "H", "H", "H", "H", "H"],
  "xyz": [[-0.312, 0.921, 0.253], [-0.740, -0.491, 0.042], [0.639, -0.242, 0.503], [-1.694, -1.062, 1.060], [3.339, 0.357, -1.159], [4.042, -0.141, -0.008], [-0.176, 1.568, -0.652], [-0.832, 1.628, 1.027], [-0.705, -0.864, -0.906], [0.899, -0.539, 1.562], [-1.547, -0.539, 2.042], [-1.491, -2.132, 1.360], [-2.758, -0.791, 0.671], [1.478, -0.233, -0.157], [4.418, -1.546, -0.271]],
  "atomic_forces_ev_per_a": [[-1.0513, 2.4368, 0.0057], [0.2663, 0.2467, 2.4484], [0.5811, 0.9880, 2.3635], [-1.1619, 0.3398, 0.4241], [-1.2527, 1.1991, -2.2124], [1.8569, -1.9850, 1.7818], [0.3343, -0.9730, 0.7396], [1.1248, -2.0043, -0.9704], [-0.7926, -0.8446, -2.5597], [-0.3378, 0.5422, -1.2076], [-0.2109, -0.0732, -0.8964], [-0.6573, 0.8320, -0.9439], [1.5694, -1.1100, 1.0431], [-0.1368, -0.4336, -0.3815], [-0.1316, 0.8391, 0.3656]]
}

{
  "formula": "C10H9NO2",
  "method": "wB97M-V/def2-TZVPD",
  "mol_weight_g_mol": 175.19,
  "gap_ev": 8.07,
  "e_above_lowest_kj_mol": 530.7,
  "e_homo_ev": -7.6,
  "largest_force_ev_per_a": 3.99,
  "elements": ["C", "C", "C", "C", "C", "C", "C", "C", "C", "C", "N", "O", "O", "H", "H", "H", "H", "H", "H", "H", "H", "H"],
  "xyz": [[1.794, 0.541, -2.308], [1.600, 1.705, -1.619], [1.604, -0.675, -1.674], [1.372, 1.684, -0.282], [1.427, -0.755, -0.287], [1.172, 0.433, 0.369], [-1.027, -1.068, 1.867], [1.031, 0.362, 1.858], [-2.253, -0.142, 1.643], [-2.152, -0.682, 0.277], [-1.052, -1.388, 0.419], [0.112, -0.379, 2.434], [-2.848, -0.409, -0.794], [1.811, 0.660, -3.339], [1.732, 2.662, -2.155], [1.583, -1.632, -2.212], [1.178, 2.464, 0.407], [1.310, -1.701, 0.162], [-1.113, -2.003, 2.493], [-3.093, -0.441, 2.386], [-2.075, 1.016, 1.808], [-2.113, -0.254, -1.451]],
  "atomic_forces_ev_per_a": [[-1.3389, -0.8892, 0.7964], [0.8815, 2.0954, -0.3011], [0.7144, -1.1038, 0.1955], [-1.1085, -2.0960, 1.9076], [-0.3597, 1.0832, -2.0148], [0.4374, -0.2021, 1.0099], [-0.0583, -0.3875, -0.4547], [-0.1052, 0.5449, 0.2122], [-1.2104, 1.2942, 3.5705], [2.1950, -0.9097, 1.7436], [-1.7472, 0.4997, -0.4692], [0.6363, 0.2417, -0.7630], [1.0899, 0.5695, -1.6125], [0.5079, -0.3802, -1.8855], [-0.2162, -0.5378, 0.3927], [0.2913, 0.5696, -0.0421], [0.1655, 1.4209, -0.0620], [0.0172, -0.7357, 0.5213], [-0.1672, 1.2022, -0.5553], [0.8573, 0.5663, -1.6968], [-0.1576, -2.3926, -0.5556], [-1.3246, -0.4528, 0.0630]]
}